A structure of composition C25H50O41S8 at a distorted geometry. Source: OMol25; level of theory: ωB97M-V/def2-TZVPD.

Each line ends with the Mulliken charge.
Atoms and positions in Å:
S  4.769  0.547  -2.405  1.361
S  1.863  -0.435  6.221  1.049
S  -4.641  0.700  -1.026  0.913
S  -0.415  4.991  5.324  1.074
S  -0.259  2.393  -3.546  1.089
S  1.697  4.097  0.675  1.106
S  -1.029  -1.480  1.567  0.904
S  -1.186  -1.777  -5.455  1.295
O  -3.492  1.556  -1.177  -0.244
O  2.231  -3.585  0.015  0.032
O  1.568  5.093  1.659  -0.632
O  -1.838  -1.892  -6.928  -0.421
O  1.272  -4.849  -5.954  -0.599
O  -0.524  -2.567  2.408  -0.705
O  0.231  -1.702  -5.580  -0.403
O  -1.003  6.148  5.958  -0.608
O  1.225  -1.585  5.250  -0.249
O  -3.969  -1.918  6.020  -0.283
O  5.307  1.818  -2.064  -0.671
O  -1.724  2.799  -3.041  -0.310
O  2.890  3.148  1.085  -0.250
O  2.865  -3.398  -6.536  -0.324
O  0.532  -0.035  6.988  -0.325
O  2.710  -1.133  7.138  -0.633
O  2.561  -1.430  0.259  0.407
O  2.366  4.680  -0.640  -0.481
O  -3.527  -0.019  5.148  -0.303
O  -1.167  4.213  4.390  -0.429
O  2.420  0.670  5.492  -0.547
O  -5.245  0.943  0.436  -0.333
O  0.133  -0.472  1.228  -0.040
O  2.550  -3.688  -4.459  -0.172
O  -4.834  -1.360  3.927  -0.574
O  -2.085  -0.688  2.105  -0.331
O  0.539  3.334  0.289  -0.361
O  -4.095  -0.863  -0.711  -0.161
O  -5.769  0.653  -1.906  -0.610
O  0.186  3.942  6.418  -0.340
O  3.214  -2.870  1.902  -0.567
O  -1.464  -1.927  0.141  -0.307
O  3.176  0.441  -2.108  0.165
O  0.400  1.508  -2.659  -0.297
O  5.453  -0.616  -1.974  -0.612
O  -1.802  -0.335  -5.198  -0.208
O  -0.235  2.112  -4.958  -0.689
O  4.625  0.434  -3.992  -0.463
O  -1.839  -2.739  -4.607  -0.678
O  0.311  3.878  -3.338  -0.383
O  0.976  5.486  4.797  -0.303
C  -0.007  -2.124  5.896  -0.295
C  1.990  4.433  4.875  0.062
C  -0.243  0.136  -0.063  0.043
C  2.738  -0.612  -3.022  -0.918
C  2.660  -2.614  0.872  0.303
C  -5.899  -0.281  0.741  -0.509
C  -2.876  0.072  -6.007  -0.355
C  -4.942  -1.402  0.303  -0.058
C  3.131  -0.379  1.059  -0.960
C  -3.077  -1.120  -6.982  -0.359
C  2.289  -3.512  -7.849  -0.606
C  4.050  3.345  0.235  -0.548
C  -0.458  4.726  -2.397  -0.057
C  1.592  3.637  6.114  0.570
C  2.682  -4.891  0.257  -0.956
C  3.379  -0.304  -4.340  -0.042
C  -1.606  3.851  -1.984  0.111
C  -4.166  -1.112  4.929  0.850
C  -0.577  -0.808  6.487  -0.054
C  2.167  -4.082  -5.660  0.770
C  -4.725  -3.156  6.028  -0.707
C  -0.898  -1.095  -0.888  0.394
C  3.428  3.833  -1.074  0.067
C  -3.611  1.038  4.155  -0.006
C  1.808  -4.258  -3.394  -0.391
H  -6.107  -0.339  1.799  0.297
H  2.107  4.048  6.935  0.355
H  2.090  -5.318  -3.289  0.398
H  3.018  3.056  -1.681  -0.141
H  -3.326  0.625  3.189  -0.097
H  4.618  4.117  0.683  0.317
H  -6.848  -0.318  0.163  0.377
H  -1.723  -0.846  -1.584  0.189
H  -2.647  4.254  -1.968  0.499
H  4.567  2.413  0.200  0.443
H  -3.049  -0.740  -8.037  0.242
H  2.446  -4.505  -8.225  0.286
H  -0.074  -1.667  -1.343  -0.093
H  -1.259  -0.972  7.343  0.313
H  0.219  4.962  -1.593  -0.092
H  0.790  -3.963  -3.420  0.296
H  -4.700  1.381  4.141  0.283
H  2.798  0.327  -5.026  0.246
H  4.057  -0.720  1.470  0.605
H  2.219  -3.794  -2.448  -0.104
H  1.227  -3.338  -7.733  0.211
H  1.673  -0.585  -2.893  0.289
H  -4.324  -1.755  1.149  0.046
H  -5.770  -2.973  5.893  0.311
H  2.950  4.992  5.038  0.311
H  -3.782  0.375  -5.465  0.328
H  2.631  -5.155  1.276  0.414
H  -3.885  -1.819  -6.809  0.303
H  -4.363  -3.809  5.263  0.302
H  0.637  0.521  -0.498  -0.289
H  1.702  2.565  5.993  -0.416
H  1.975  -5.547  -0.288  0.258
H  3.160  -1.507  -2.551  0.299
H  -0.991  0.888  0.158  -0.007
H  4.112  4.413  -1.620  0.481
H  -1.377  3.323  -1.041  -0.123
H  -0.524  -2.540  5.068  0.243
H  -1.079  -0.279  5.712  0.101
H  -0.665  5.644  -2.917  0.276
H  2.775  -2.836  -8.492  0.250
H  0.339  -2.799  6.655  0.299
H  -5.486  -2.243  -0.149  0.293
H  3.547  -1.257  -4.839  0.243
H  -2.974  1.776  4.523  0.178
H  -2.509  0.906  -6.504  0.308
H  -4.490  -3.487  7.045  0.221
H  3.714  -5.185  -0.146  0.268
H  2.478  -0.189  1.820  0.565
H  2.086  3.978  3.890  -0.180
H  3.259  0.381  0.281  -0.300

Summary:
Energy in eV: -197357.028
Lowest unoccupied orbital energy in eV: 0.19
Frontier orbital gap in eV: 10.904
Charge: 0
Maximum force in hartree/bohr: 0.065

***

A cluster of 4 separate species, C25H51BNO11 in total at a distorted geometry. Source: OMol25; level of theory: ωB97M-V/def2-TZVPD.

Each line ends with the Mulliken charge.
Atoms and positions in Å:
O  2.665  2.390  -4.537  -0.390
O  -0.654  -1.621  1.693  -0.372
O  -6.033  1.384  8.056  -0.459
O  2.999  -4.435  -3.074  -0.118
O  -4.572  1.371  5.316  -0.219
O  5.750  2.121  -4.272  -0.259
O  -7.983  0.589  5.770  -0.212
O  0.219  -5.086  -1.842  -0.496
O  -1.633  -0.276  3.419  -0.240
O  4.088  2.633  -7.298  -0.229
O  0.532  -2.042  -2.388  -0.109
N  1.526  0.276  3.612  -0.920
C  1.166  2.671  0.849  -0.380
C  3.134  3.513  -5.262  -0.491
C  0.851  -1.021  3.665  -0.507
C  0.668  -4.012  -1.012  -0.534
C  1.177  2.165  2.142  -0.435
C  1.888  0.078  1.197  -0.218
C  3.001  3.370  -6.763  -0.618
C  -3.558  2.106  4.652  -0.758
C  4.332  -4.865  -2.955  -0.790
C  0.676  -5.068  -3.182  -0.351
C  -4.127  0.905  6.576  -0.534
C  3.861  2.263  -8.635  -0.772
C  2.116  -5.508  -3.342  -0.656
C  -6.904  2.160  7.250  -0.394
C  -0.260  -0.954  -2.803  -0.889
C  1.491  1.919  -0.277  -0.610
C  -8.186  1.447  6.878  -0.596
C  6.756  2.511  -3.368  -0.784
C  4.710  1.405  -3.617  -0.581
C  1.529  0.817  2.365  0.006
C  -5.291  0.372  7.381  -0.440
C  -9.069  -0.281  5.572  -0.775
C  -0.041  -2.705  -1.266  -0.106
C  3.514  1.251  -4.531  -0.343
C  1.871  0.583  -0.096  -0.279
B  -0.539  -0.972  2.936  0.298
H  -4.886  -0.258  8.176  0.380
H  4.449  -5.549  -2.105  0.312
H  0.050  -5.796  -3.705  0.386
H  -9.198  -0.950  6.431  0.313
H  2.056  2.866  -6.997  0.354
H  3.816  0.976  -5.544  0.237
H  2.488  4.338  -4.951  0.404
H  7.532  3.023  -3.936  0.231
H  1.445  2.345  -1.270  0.480
H  7.197  1.641  -2.868  0.307
H  -3.945  2.404  3.679  0.227
H  0.916  2.798  2.976  0.389
H  4.744  1.733  -8.988  0.226
H  0.068  -2.061  -0.389  0.134
H  -3.397  0.100  6.416  0.388
H  -3.643  1.720  7.129  0.350
H  1.456  -1.813  3.177  0.075
H  2.319  -6.342  -2.658  0.353
H  -8.857  -0.882  4.690  0.231
H  2.994  1.596  -8.716  0.318
H  4.411  1.917  -2.695  0.368
H  0.514  -4.092  -3.644  0.159
H  3.000  4.369  -7.223  0.442
H  -1.248  -1.296  -3.141  0.358
H  2.280  -5.844  -4.377  0.440
H  5.100  0.410  -3.358  0.441
H  -1.109  -2.894  -1.448  0.339
H  -8.948  2.192  6.606  0.437
H  0.879  3.707  0.701  0.303
H  0.706  -1.351  4.698  0.299
H  -1.495  -2.075  1.571  0.189
H  6.360  3.200  -2.613  0.332
H  -6.393  2.535  6.362  0.209
H  -0.381  -0.224  -1.995  0.300
H  -5.943  -0.248  6.763  0.216
H  -2.666  1.493  4.507  0.263
H  2.153  -0.955  1.379  0.210
H  -8.543  0.868  7.740  0.344
H  1.749  -3.889  -1.081  0.239
H  -9.999  0.278  5.405  0.304
H  3.699  3.144  -9.269  0.305
H  -7.174  3.018  7.870  0.381
H  0.248  -0.473  -3.638  0.201
H  4.671  -5.364  -3.872  0.302
H  2.144  -0.092  -0.896  0.547
H  4.950  -3.986  -2.783  0.218
H  -2.425  -0.587  2.970  0.124
H  2.895  0.441  -4.139  0.255
H  4.158  3.769  -4.981  0.240
H  0.432  -4.324  0.006  0.341
H  -3.298  3.008  5.219  0.355

Summary:
Energy in eV: -51438.363
Lowest unoccupied orbital energy in eV: 2.38
Frontier orbital gap in eV: 4.421
Charge: -1
Maximum force in hartree/bohr: 0.024

***

A cluster of 3 separate species, C25H52BN5O6 in total at a distorted geometry. Source: OMol25; level of theory: ωB97M-V/def2-TZVPD.

Each line ends with the Mulliken charge.
Atoms and positions in Å:
O  3.539  -0.626  -0.161  -0.416
O  -1.550  3.737  -0.174  -0.639
O  4.001  3.475  2.768  -0.423
O  1.104  -3.650  -6.194  -0.399
O  2.766  -2.310  -1.410  -0.563
O  -0.429  1.504  3.904  -0.638
N  0.543  -3.988  -3.351  -0.606
N  -4.654  1.061  3.281  -0.822
N  -1.104  -2.917  4.276  -0.744
N  3.061  2.336  0.246  -0.580
N  -1.699  2.212  2.103  -0.194
C  -0.303  -1.157  2.913  -0.029
C  -0.433  -3.379  -4.258  0.978
C  1.271  -0.483  -1.077  0.493
C  -1.209  -0.649  -0.351  -0.741
C  -1.134  -3.441  1.889  -0.993
C  -1.544  -4.386  -4.545  -1.668
C  1.511  4.090  0.822  -1.970
C  -3.635  1.048  1.031  -1.195
C  -2.149  1.524  0.853  1.304
C  -4.339  1.680  2.212  0.619
C  -4.713  3.136  2.086  -1.237
C  -1.076  1.245  2.913  0.120
C  0.218  -2.787  -5.514  -0.771
C  -0.858  -2.555  3.075  0.106
C  2.132  2.779  1.291  2.552
C  0.113  -1.379  -0.600  -0.278
C  -1.270  -0.137  2.280  0.631
C  2.758  2.808  2.690  -0.903
C  3.303  -0.766  1.258  0.572
C  -1.147  0.329  0.801  1.156
C  4.541  -0.346  2.009  -1.559
C  0.498  -4.599  -7.049  -0.644
C  2.571  -1.230  -0.912  -0.252
C  3.930  4.884  2.853  -0.711
C  -2.861  2.222  -1.755  -1.288
B  -2.167  2.528  -0.372  1.007
H  2.966  1.777  2.987  0.262
H  -2.194  -4.045  -5.353  0.359
H  -2.156  -4.529  -3.654  0.389
H  -2.265  2.590  -2.592  0.305
H  1.170  -0.268  -2.145  0.511
H  -1.142  -5.362  -4.815  0.301
H  0.219  -5.511  -6.516  0.221
H  -3.806  2.782  -1.776  0.372
H  -0.889  -2.535  -3.728  0.111
H  -0.119  -0.814  3.932  0.611
H  0.850  3.884  -0.013  0.277
H  -4.360  3.649  2.982  0.284
H  3.892  2.918  0.300  0.446
H  1.336  0.479  -0.567  -0.145
H  -0.387  -4.184  -7.541  0.300
H  -1.480  -0.138  -1.278  0.360
H  0.661  -1.137  2.397  -0.333
H  1.213  -3.284  -3.047  0.101
H  -1.491  -3.861  4.299  0.287
H  -2.272  -0.517  2.496  0.007
H  -4.214  1.316  0.141  0.378
H  2.441  -0.148  1.538  -0.271
H  1.230  -4.863  -7.812  0.268
H  1.098  -4.649  -3.887  0.362
H  -1.988  -1.397  -0.172  -0.002
H  -0.171  0.832  0.791  -1.750
H  -3.130  1.177  -1.892  0.379
H  -4.362  0.084  3.247  0.278
H  -1.929  -3.042  1.256  0.175
H  -5.795  3.247  2.034  0.407
H  5.379  -1.007  1.787  0.421
H  0.928  4.582  1.605  0.350
H  -1.020  2.935  1.872  0.188
H  -0.049  -2.140  -1.368  0.315
H  3.883  5.352  1.866  0.252
H  -3.717  -0.038  1.111  0.480
H  2.272  4.786  0.468  0.524
H  4.827  0.687  1.808  0.242
H  4.839  5.226  3.348  0.284
H  3.067  5.204  3.445  0.306
H  2.054  3.218  3.426  0.494
H  -1.907  4.426  -0.746  0.256
H  0.831  -1.936  -5.206  0.259
H  1.327  2.034  1.346  -1.192
H  3.391  1.393  0.427  0.031
H  3.077  -1.815  1.472  0.592
H  -0.545  -2.406  -6.208  0.477
H  0.438  -1.929  0.282  -0.156
H  -1.453  -4.427  2.229  0.556
H  -0.241  -3.587  1.278  0.186
H  -4.230  3.611  1.231  0.204
H  4.335  -0.425  3.080  0.404

Summary:
Energy in eV: -47180.773
Lowest unoccupied orbital energy in eV: 0.06
Frontier orbital gap in eV: 9.275
Charge: 0
SMILES: [H]/N=C(/C)C[C@@]1(B(C)O)NC(=O)[C@H](C/C(C)=N/[H])[C@H]1CCCC(=O)OCC.COC[C@@H](C)N.COC[C@@H](C)N
Maximum force in hartree/bohr: 0.022